Record 1
The following is a quantum chemistry calculation of a cluster of 2 separate species, C11H20F2NO2 in total at a distorted geometry, from the OMol25 dataset.

The geometry in XYZ format:
```
36
Properties=species:S:1:pos:R:3:forces:R:3
F -0.734 0.083 -2.645 -1.85 -2.15 0.03
F -1.837 -2.780 1.014 -0.09 1.78 -1.84
O 1.434 0.912 2.951 -4.13 -5.18 -4.64
O 2.569 -1.991 1.907 -1.97 -0.40 1.01
N -0.601 0.162 1.523 3.26 0.58 0.29
C -3.822 -0.580 1.495 -0.61 -0.28 -0.08
C 0.797 0.032 2.164 1.08 2.48 1.63
C 0.925 -1.099 -0.043 0.42 -2.15 0.97
C 1.968 -0.164 -0.894 -0.05 0.56 -0.40
C 1.258 -1.425 1.554 -0.93 0.88 0.72
C -1.845 -1.715 -0.018 0.04 1.85 -0.96
C 1.597 1.432 -0.938 -0.53 1.50 -0.62
C 0.708 1.831 -2.292 1.19 1.11 0.03
C 2.916 2.433 -0.895 0.27 -0.25 0.53
C -3.274 -0.857 -0.030 0.30 0.53 0.24
C -0.633 -0.590 0.176 0.51 0.05 -1.44
H 3.082 -0.308 -0.530 -2.30 0.15 -0.37
H -4.159 0.556 1.629 0.92 -2.49 -0.26
H 1.070 -2.157 -0.523 -0.95 1.90 0.65
H -0.878 0.157 -0.708 0.59 -1.58 1.43
H 2.384 -2.671 2.646 0.45 1.83 -1.86
H 0.912 1.762 -0.022 1.67 -0.99 -1.76
H 1.936 -0.553 -2.016 -0.09 0.81 2.42
H 1.252 2.627 -2.963 -0.60 -1.02 1.53
H 0.529 0.873 -2.956 0.04 2.20 1.51
H -2.985 -0.872 2.284 -1.96 0.75 -1.70
H -4.085 -1.366 -0.739 1.81 0.98 1.74
H -0.307 2.332 -1.937 2.04 -1.30 -1.01
H -3.047 0.217 -0.498 -0.27 -2.64 0.74
H 3.910 1.818 -1.132 -2.03 1.37 0.75
H -0.783 1.177 1.367 0.09 -1.18 0.35
H -1.720 -2.152 -1.118 0.01 0.61 2.65
H 2.875 3.309 -1.671 -0.18 -1.81 1.40
H 2.945 2.941 0.176 0.39 -1.19 -2.14
H -4.799 -1.230 1.663 2.13 1.26 -0.10
H 0.444 -2.146 2.021 1.34 1.40 -1.45
```
Positions in Å, forces in eV/Å.

Values from the calculation:
Spin multiplicity: 1
LUMO: 3.0 eV
Net charge: -1

Record 2
The following is a quantum chemistry calculation of a structure of composition C11H20F3O5Ru, from the OMol25 dataset.

The geometry in XYZ format:
```
40
Properties=species:S:1:pos:R:3:forces:R:3
Ru -0.092 -0.486 0.847 -0.08 0.26 -0.09
F 0.420 1.058 3.468 -0.09 0.02 -0.04
F -1.571 1.549 2.791 0.01 -0.09 -0.08
F -1.037 -0.558 3.157 -0.06 0.10 0.04
O -1.537 0.838 -0.292 -0.07 0.15 0.17
O 0.951 1.424 0.022 0.00 0.05 0.07
O 2.101 -0.789 0.805 0.17 0.00 -0.03
O 0.494 -1.129 -1.344 0.10 -0.17 -0.06
O -1.795 -1.624 0.045 -0.17 -0.13 -0.13
C -1.625 -2.139 -1.310 0.00 0.06 0.06
C 2.648 -1.519 -0.328 0.00 0.02 0.12
C -3.071 -0.947 0.229 0.11 -0.01 0.06
C -0.584 0.673 2.685 0.20 -0.16 0.13
C 2.775 0.436 1.214 -0.05 -0.07 0.00
C -1.177 2.184 -0.695 -0.01 -0.07 -0.01
C 2.341 1.617 0.355 -0.03 0.03 -0.01
C 1.913 -1.119 -1.592 -0.09 -0.01 -0.01
C 0.093 2.583 0.036 0.02 -0.04 -0.03
C -2.921 0.582 0.011 0.02 0.02 -0.10
C -0.161 -2.402 -1.526 0.02 0.01 0.02
H -1.985 2.875 -0.458 0.02 0.01 0.03
H -1.980 -1.380 -2.009 0.02 -0.03 -0.02
H 3.852 0.274 1.177 0.00 0.04 -0.02
H -3.404 -1.180 1.238 0.07 0.03 0.01
H 2.475 2.541 0.919 0.00 -0.02 0.01
H -3.777 -1.385 -0.473 -0.05 0.04 0.03
H 2.146 -0.104 -1.902 0.02 0.01 0.02
H -3.197 1.134 0.910 -0.05 -0.03 -0.01
H 0.015 -2.774 -2.537 -0.05 0.03 -0.01
H 2.900 1.698 -0.579 0.02 -0.03 0.01
H -0.097 2.873 1.071 -0.03 0.00 -0.01
H -3.535 0.930 -0.820 0.03 -0.04 -0.03
H 0.223 -3.140 -0.813 -0.02 0.00 -0.01
H -1.027 2.159 -1.774 0.03 0.01 0.02
H 0.577 3.411 -0.484 -0.02 -0.01 -0.02
H 3.718 -1.324 -0.395 -0.01 0.01 -0.05
H 2.509 -2.571 -0.083 -0.01 0.00 -0.03
H 2.484 0.574 2.254 0.00 0.03 -0.02
H -2.218 -3.049 -1.404 0.04 -0.01 -0.02
H 2.156 -1.794 -2.415 0.02 0.00 0.03
```
Positions in Å, forces in eV/Å.

Values from the calculation:
Spin multiplicity: 6
LUMO (alpha / beta): -5.9 / -9.2 eV
Net charge: +2

Record 3
The following is a quantum chemistry calculation of a cluster of 2 separate species, C11H20F9N2O3S in total at a distorted geometry, from the OMol25 dataset.

The geometry in XYZ format:
```
46
Properties=species:S:1:pos:R:3:forces:R:3
S -3.690 -0.297 -1.454 -0.50 -0.37 0.31
F -5.188 -0.724 -1.708 0.23 -0.05 0.02
F -2.396 1.658 0.863 -0.25 0.01 -0.24
F -3.687 0.567 -2.781 -0.02 0.10 -0.28
F -2.166 0.120 -1.215 0.30 -0.07 -0.02
F -3.949 3.184 0.628 0.31 -0.30 0.00
F -4.937 0.749 0.637 0.47 0.46 -1.19
F -3.180 -1.522 -2.297 -0.14 -0.02 0.09
F -3.625 -1.183 -0.146 0.01 0.07 -0.20
F -5.203 1.852 -1.272 0.70 -0.56 0.75
O 2.429 -5.116 2.173 0.02 -0.02 0.03
O 2.913 -3.106 2.981 -0.02 0.02 0.03
O 2.499 -3.353 0.787 -0.02 0.19 -0.27
N 2.939 0.523 -1.241 0.12 -0.70 -0.48
N 2.272 1.509 -2.023 0.06 0.80 0.57
C 2.726 -3.951 4.128 -0.02 -0.03 0.14
C 1.495 -0.305 0.683 -0.28 0.00 -0.52
C -0.079 2.117 -1.427 0.33 -0.15 0.39
C 2.859 -5.335 3.525 0.05 -0.07 0.12
C 1.381 2.525 -1.330 -0.55 0.27 -0.49
C -3.228 2.236 -0.049 -0.30 0.41 0.15
C -2.475 2.927 -1.180 0.39 0.13 0.21
C 2.604 -3.819 1.877 0.03 -0.19 0.20
C -4.304 1.205 -0.478 -1.00 0.07 0.47
C 2.048 -0.533 -0.732 -0.27 0.15 0.43
C -0.999 3.189 -0.861 0.15 0.03 -0.37
H -0.826 3.310 0.201 -0.06 0.02 0.26
H 0.413 -0.388 0.680 -0.20 -0.05 0.08
H 1.512 3.466 -1.858 0.19 0.13 -0.11
H 1.707 1.034 -2.727 0.05 -0.27 -0.07
H 1.732 -3.767 4.539 -0.01 -0.01 -0.03
H -2.550 2.383 -2.112 -0.10 -0.14 -0.06
H 1.871 -1.066 1.350 0.21 0.02 0.28
H -2.964 3.877 -1.344 -0.29 0.15 0.05
H 1.227 -0.629 -1.436 -0.08 -0.07 -0.27
H -0.325 1.964 -2.477 -0.06 -0.10 -0.18
H 3.475 -3.732 4.883 0.07 0.10 -0.10
H -0.211 1.178 -0.901 -0.13 -0.15 0.02
H 2.230 -6.079 4.004 -0.09 -0.01 -0.13
H 3.452 0.988 -0.507 0.04 0.21 0.12
H -0.716 4.130 -1.327 -0.06 0.23 -0.05
H 2.586 -1.470 -0.758 0.24 -0.12 -0.07
H 1.728 0.692 1.040 0.17 0.14 0.26
H 3.890 -5.689 3.509 0.00 0.03 -0.02
H 1.717 2.669 -0.314 0.23 -0.20 0.23
H 2.994 2.016 -2.532 0.11 -0.08 -0.08
```
Positions in Å, forces in eV/Å.

Values from the calculation:
Spin multiplicity: 1
LUMO: -2.9 eV
Net charge: +1

Record 4
The following is a quantum chemistry calculation of a structure of composition C11H20FO7STl2 at a distorted geometry, from the OMol25 dataset.

The geometry in XYZ format:
```
42
Properties=species:S:1:pos:R:3:forces:R:3
Tl -14.338 -20.396 -4.219 0.15 0.18 0.22
Tl -20.005 -25.968 -1.256 -0.12 -0.07 0.31
S -22.053 -21.925 -12.957 1.93 0.72 -1.85
F -18.277 -23.320 -5.062 0.02 -0.14 -0.07
O -22.607 -23.433 -13.622 -0.25 1.71 0.66
O -20.620 -21.868 -13.153 -1.88 -0.79 0.56
O -13.663 -22.683 -12.502 -0.85 0.74 1.57
O -14.243 -21.955 -10.429 0.87 2.11 -4.91
O -19.658 -28.621 -7.087 0.29 0.02 -0.32
O -22.871 -20.841 -13.424 -0.45 -0.84 0.38
O -20.382 -28.417 -9.231 -0.16 -0.88 3.04
C -22.401 -22.087 -11.121 -0.47 -0.80 0.65
C -13.899 -21.670 -11.633 0.36 -3.56 3.37
C -24.370 -25.017 -13.639 -0.32 0.79 -1.77
C -13.472 -20.372 -12.294 0.44 1.32 0.21
C -19.799 -28.049 -10.413 0.36 0.87 -2.51
C -12.343 -20.883 -13.307 -0.38 -1.36 -0.09
C -19.452 -28.424 -8.242 -1.84 0.10 -0.26
C -24.025 -23.579 -13.946 2.42 -2.65 1.44
C -13.044 -22.177 -13.669 0.22 0.59 -0.11
C -18.333 -28.350 -10.276 -0.66 -1.04 -1.32
C -18.112 -28.019 -8.851 2.00 0.53 1.43
H -17.276 -28.518 -8.362 -0.07 -0.08 -0.01
H -23.242 -22.763 -10.968 -0.09 0.06 -0.30
H -24.241 -23.244 -14.961 -0.07 0.66 -0.30
H -20.250 -28.665 -11.191 -0.24 -0.08 -0.23
H -23.778 -25.663 -14.287 0.87 -0.24 -0.35
H -22.654 -21.089 -10.763 0.22 0.15 -0.39
H -24.478 -22.932 -13.195 -1.08 1.00 0.16
H -24.162 -25.413 -12.645 -0.51 0.29 0.16
H -20.052 -27.008 -10.612 0.13 0.12 -0.06
H -18.227 -29.423 -10.438 0.39 0.02 -0.09
H -14.371 -19.997 -12.783 -0.17 0.11 -0.18
H -17.681 -27.794 -10.950 0.17 -0.02 0.08
H -17.996 -26.952 -8.661 -0.27 0.21 0.25
H -12.304 -22.940 -13.907 0.06 -0.40 -0.64
H -21.495 -22.521 -10.698 0.10 0.21 -0.29
H -11.367 -21.008 -12.840 -0.24 0.05 0.28
H -13.803 -21.943 -14.416 0.07 -0.74 -0.25
H -13.130 -19.607 -11.598 -0.02 -0.04 0.00
H -25.308 -25.212 -14.159 -0.72 -0.12 1.04
H -12.204 -20.439 -14.293 -0.18 1.28 0.49
```
Positions in Å, forces in eV/Å.

Values from the calculation:
Spin multiplicity: 1
LUMO: -19.7 eV
Net charge: +5

spin multiplicity of number 2 (C11H20F3O5Ru)?
6

spin multiplicity of number 1 (C11H20F2NO2)?
1